Entry 1:
Here is a molecular structure, C30H30NOP2RhS from OMol25. Energies are from the ωB97M-V functional and the def2-TZVPD basis.

Positions of all 66 atoms, in Å:
Rh (0.10, -0.27, 1.25)
S (-1.68, -0.63, 5.57)
P (-1.07, -1.35, -0.25)
P (1.53, 0.09, -0.51)
O (-0.97, 1.97, -0.17)
N (-0.43, -0.88, 3.10)
C (-0.33, -3.85, 0.85)
C (-1.35, 1.26, 0.96)
C (-3.82, 1.42, 0.50)
C (-4.45, 1.52, -0.67)
C (-1.92, -5.39, 1.78)
C (5.46, 0.71, 0.53)
C (1.82, 3.87, -1.98)
C (-3.16, -0.24, -1.69)
C (1.60, 1.48, -1.66)
C (-2.95, -4.52, 1.47)
C (-0.14, -1.66, -1.82)
C (-1.26, 2.04, 2.25)
C (1.84, 3.69, -3.35)
C (3.42, -1.07, 1.11)
C (-2.65, 0.48, 0.73)
C (1.70, 2.77, -1.14)
C (-2.68, -3.31, 0.84)
C (4.23, 0.86, -0.09)
C (-0.61, -5.05, 1.47)
C (-0.96, -0.79, 4.15)
C (5.68, -0.32, 1.43)
C (1.74, 2.41, -3.88)
C (-4.13, 0.71, -1.83)
C (1.63, 1.31, -3.04)
C (-1.29, 3.35, -0.25)
C (3.20, -0.04, 0.19)
C (-2.47, -0.43, -0.48)
C (1.34, -1.44, -1.52)
C (4.65, -1.21, 1.72)
C (-1.37, -2.97, 0.53)
H (-2.14, -6.33, 2.27)
H (-2.79, -0.08, 1.67)
H (-1.07, 3.66, -1.27)
H (4.81, -2.02, 2.43)
H (0.70, -3.58, 0.64)
H (1.93, 4.54, -4.01)
H (-0.52, -0.91, -2.52)
H (1.71, -2.23, -0.87)
H (-2.35, 3.52, -0.05)
H (-3.47, -2.62, 0.58)
H (-3.97, -4.78, 1.72)
H (-0.69, 3.95, 0.44)
H (2.62, -1.76, 1.36)
H (-4.14, 2.03, 1.34)
H (6.64, -0.43, 1.92)
H (1.90, 4.86, -1.56)
H (0.20, -5.73, 1.72)
H (1.98, -1.45, -2.41)
H (1.67, 2.91, -0.06)
H (-4.67, 0.83, -2.76)
H (6.26, 1.41, 0.31)
H (4.08, 1.66, -0.80)
H (-1.58, 1.42, 3.08)
H (-1.91, 2.92, 2.21)
H (-2.91, -0.87, -2.54)
H (1.55, 0.32, -3.48)
H (-0.33, -2.65, -2.21)
H (1.75, 2.27, -4.96)
H (-5.27, 2.22, -0.75)
H (-0.25, 2.39, 2.44)

Computed properties:
Energy relative to the best compared isomer or geometry (same formula, charge and spin) in kcal/mol: 47.1
Frontier orbital gap (alpha / beta) in eV: 5.2 / 5.3
Charge: 0

These are the natural (NBO) partial charges, in e, on atoms 1 to 2: atom 1 (Rh): 0.184, atom 2 (S): -0.171

---

Entry 2:
Here is a molecular structure, C30H31AsAuN3PS from OMol25. Energies are from the ωB97M-V functional and the def2-TZVPD basis.

Positions of all 68 atoms, in Å:
Au (0.91, -0.76, -0.40)
As (-0.90, 0.21, 2.37)
S (2.40, 1.08, 0.05)
P (0.25, -2.91, -0.53)
N (-0.58, 1.34, -1.06)
N (1.09, 2.84, -1.75)
N (3.23, 3.06, -1.47)
C (-4.39, 0.40, 4.66)
C (-1.10, 3.12, 1.69)
C (3.35, -0.17, 4.30)
C (-1.25, 3.39, -2.07)
C (-1.67, 0.22, 5.21)
C (-0.38, 2.08, 2.26)
C (-3.47, 0.34, 3.62)
C (-0.29, 2.50, -1.62)
C (-1.86, 1.00, -0.95)
C (0.90, 2.30, 2.77)
C (-2.58, 3.02, -1.96)
C (1.32, -1.29, 3.66)
C (-0.54, 4.39, 1.63)
C (-0.23, -3.48, -2.18)
C (2.84, 4.02, -2.38)
C (-2.11, 0.26, 3.89)
C (-1.15, -3.35, 0.53)
C (4.59, 2.86, -1.00)
C (1.52, 3.88, -2.56)
C (0.74, 4.61, 2.14)
C (1.55, -4.06, -0.01)
C (2.84, 1.04, 3.85)
C (0.80, -0.08, 3.22)
C (-3.95, 0.36, 5.97)
C (-2.90, 1.79, -1.40)
C (1.46, 3.57, 2.71)
C (2.17, 2.32, -1.09)
C (2.59, -1.34, 4.21)
C (-2.60, 0.27, 6.25)
C (1.56, 1.09, 3.31)
H (0.72, -2.19, 3.60)
H (3.45, 1.93, 3.93)
H (-2.05, 0.05, -0.46)
H (-1.34, -4.43, 0.50)
H (4.64, 3.01, 0.07)
H (4.91, 1.84, -1.23)
H (5.24, 3.57, -1.51)
H (1.20, -5.09, -0.06)
H (-3.82, 0.35, 2.59)
H (-0.62, 0.16, 5.44)
H (0.86, 4.41, -3.23)
H (4.35, -0.22, 4.72)
H (-1.10, 5.21, 1.20)
H (-5.45, 0.47, 4.44)
H (2.43, -3.95, -0.64)
H (3.55, 4.70, -2.83)
H (-1.00, 4.36, -2.47)
H (3.00, -2.27, 4.57)
H (-2.10, 2.95, 1.30)
H (-1.09, -2.90, -2.52)
H (-2.25, 0.24, 7.27)
H (-3.92, 1.47, -1.30)
H (-0.95, -3.04, 1.56)
H (1.17, 5.60, 2.10)
H (0.59, -3.33, -2.88)
H (1.83, -3.83, 1.02)
H (-3.35, 3.69, -2.31)
H (-2.05, -2.83, 0.20)
H (2.45, 3.76, 3.11)
H (-0.50, -4.53, -2.16)
H (-4.67, 0.40, 6.78)

Computed properties:
Frontier orbital gap in eV: 8.2
Charge: +1

These are the natural (NBO) partial charges, in e, on atoms 1 to 2: atom 1 (Au): 0.420, atom 2 (As): 0.868

---

Entry 3:
Here is a molecular structure, C30H31BeBrNO2P2 from OMol25. Energies are from the ωB97M-V functional and the def2-TZVPD basis.

Positions of all 68 atoms, in Å:
Br (-2.66, 0.28, -0.11)
P (-0.05, -1.64, -2.23)
P (-0.23, 1.33, -2.56)
O (0.18, 1.22, -1.09)
O (-0.08, -1.36, -0.73)
N (0.10, 0.24, 1.47)
C (1.63, -1.71, -2.83)
C (3.98, -1.74, -2.33)
C (1.84, 1.21, 4.27)
C (-2.55, 4.59, -2.14)
C (-0.94, -3.13, -2.64)
C (-0.67, 1.31, 4.60)
C (-0.87, -0.28, -3.12)
C (-3.30, 3.46, -4.13)
C (-1.59, 3.61, -1.94)
C (0.53, -0.92, 4.66)
C (-3.40, 4.51, -3.24)
C (4.26, -1.69, -3.68)
C (-0.35, -4.18, -3.33)
C (1.21, 1.70, -3.54)
C (1.09, 1.97, -4.90)
C (2.22, 2.21, -5.66)
C (3.23, -1.65, -4.62)
C (2.66, -1.74, -1.90)
C (3.48, 2.17, -5.06)
C (-1.08, -5.32, -3.59)
C (-2.25, -3.22, -2.18)
C (-1.49, 2.55, -2.84)
C (-2.98, -4.37, -2.44)
C (2.47, 1.66, -2.94)
C (3.60, 1.90, -3.71)
C (-2.35, 2.47, -3.93)
C (0.50, 0.49, 4.04)
C (0.29, 0.34, 2.59)
C (1.92, -1.66, -4.20)
C (-2.39, -5.42, -3.15)
Be (-0.54, 0.09, -0.13)
H (2.55, 1.45, -1.89)
H (-2.30, 1.64, -4.62)
H (4.36, 2.36, -5.66)
H (1.99, 1.33, 5.34)
H (-0.54, 1.41, 5.68)
H (5.29, -1.69, -4.02)
H (1.35, -1.51, 4.25)
H (1.83, 2.20, 3.81)
H (-2.63, 5.41, -1.44)
H (4.78, -1.77, -1.61)
H (-3.97, 3.40, -4.98)
H (4.58, 1.88, -3.24)
H (2.42, -1.76, -0.84)
H (0.11, 2.02, -5.37)
H (-2.70, -2.42, -1.61)
H (3.46, -1.61, -5.68)
H (-4.14, 5.28, -3.39)
H (1.12, -1.64, -4.93)
H (0.68, -4.11, -3.66)
H (-0.94, 3.64, -1.07)
H (-4.00, -4.46, -2.09)
H (2.67, 0.64, 3.86)
H (-0.63, -6.14, -4.13)
H (-0.41, -1.44, 4.48)
H (-2.96, -6.32, -3.35)
H (0.68, -0.82, 5.73)
H (-0.74, -0.41, -4.19)
H (-1.94, -0.33, -2.87)
H (-0.70, 2.30, 4.16)
H (2.13, 2.43, -6.72)
H (-1.62, 0.81, 4.41)

Computed properties:
Frontier orbital gap in eV: 9.3
Charge: +1

These are the natural (NBO) partial charges, in e, on atoms 1 to 2: atom 1 (Br): -0.749, atom 2 (P): 1.999

---

Entry 4:
Here is a molecular structure, C30H31ClN5O3PbS from OMol25. Energies are from the ωB97M-V functional and the def2-TZVPD basis.

Positions of all 72 atoms, in Å:
Pb (0.37, -0.06, 0.49)
Cl (-0.89, -8.13, -0.94)
S (4.14, -1.24, 1.57)
O (-0.76, -2.61, 1.08)
O (0.89, -2.09, -1.39)
O (0.13, 3.32, -2.92)
N (4.12, 2.21, -1.98)
N (0.62, 2.11, 1.76)
N (-0.30, 1.48, -1.44)
N (-2.00, 1.07, 1.73)
N (2.41, 0.90, -0.76)
C (-5.21, -0.29, 2.94)
C (-0.48, 2.87, 1.97)
C (-0.19, -5.50, -1.07)
C (-1.79, 2.31, 1.93)
C (1.68, 2.92, 1.92)
C (-5.17, -0.38, 0.55)
C (0.63, -3.28, -1.50)
C (-3.90, 0.20, 0.53)
C (-3.24, 0.51, 4.27)
C (3.21, 1.51, -1.32)
C (5.48, 1.69, -2.03)
C (3.87, 2.25, -4.42)
C (-1.31, -4.88, 1.38)
C (-3.15, 0.37, -0.77)
C (-0.71, -3.78, 0.63)
C (5.70, 0.90, -3.32)
C (-0.80, -6.47, -0.34)
C (2.64, -0.73, 1.77)
C (-3.30, 0.56, 1.74)
C (-0.13, 4.19, 2.27)
C (-2.52, -0.95, -1.22)
C (5.31, 1.73, -4.54)
C (-3.95, 0.29, 2.96)
C (-0.11, -4.17, -0.63)
C (-2.32, -0.67, 4.60)
C (1.28, 4.23, 2.25)
C (-0.09, 2.39, -2.18)
C (-1.36, -6.16, 0.92)
C (3.67, 3.01, -3.12)
C (-5.84, -0.61, 1.74)
H (3.62, 2.90, -5.26)
H (-1.86, -0.78, -2.08)
H (-3.99, 0.64, 5.06)
H (-6.82, -1.06, 1.73)
H (2.68, 2.53, 1.81)
H (-3.28, -1.68, -1.50)
H (-2.64, 1.42, 4.24)
H (5.09, 0.00, -3.28)
H (-1.60, -0.83, 3.80)
H (-3.83, 0.76, -1.54)
H (-5.63, -0.64, -0.40)
H (5.99, 2.59, -4.63)
H (-1.91, -1.37, -0.42)
H (2.63, 3.28, -2.97)
H (-1.74, -4.62, 2.34)
H (6.75, 0.59, -3.38)
H (3.18, 1.40, -4.44)
H (-2.62, 3.02, 2.09)
H (0.26, -5.75, -2.03)
H (5.65, 1.07, -1.15)
H (-5.71, -0.49, 3.88)
H (1.92, 5.07, 2.44)
H (-0.81, 5.00, 2.49)
H (-2.90, -1.59, 4.70)
H (4.27, 3.93, -3.13)
H (-1.77, -0.50, 5.53)
H (6.17, 2.55, -1.99)
H (1.00, -3.80, -2.42)
H (-1.82, -6.94, 1.50)
H (-2.34, 1.10, -0.64)
H (5.42, 1.14, -5.45)

Computed properties:
Expectation value of S²: 0.76
Spin multiplicity: 2
Frontier orbital gap (alpha / beta) in eV: 4.0 / 6.5
Charge: -2

These are the natural (NBO) partial charges, in e, on atoms 1 to 2: atom 1 (Pb): 1.402, atom 2 (Cl): -0.091

---

Entry 5:
Here is 2 unconnected molecules or ions with the total composition C30H31F3N2O2 from OMol25. Energies are from the ωB97M-V functional and the def2-TZVPD basis.

Positions of all 68 atoms, in Å:
F (8.98, 2.24, -0.72)
F (9.00, 1.14, 1.19)
F (9.00, 3.34, 1.19)
O (-4.48, -0.70, -3.62)
O (3.02, 2.21, 0.57)
N (-2.00, -0.66, -1.03)
N (-4.01, -1.72, -1.61)
C (5.00, 1.00, 0.55)
C (-4.08, 3.03, -5.95)
C (6.35, 3.43, 0.55)
C (-3.63, -1.26, 0.77)
C (-3.20, 2.01, -3.52)
C (4.26, 2.22, 0.56)
C (1.63, -2.32, 5.23)
C (-0.46, -0.80, 0.81)
C (-3.78, -0.85, -2.64)
C (0.48, -2.71, 4.55)
C (-2.40, 1.94, -4.65)
C (0.15, -2.13, 3.35)
C (7.05, 2.23, 0.56)
C (2.10, -0.73, 3.49)
C (-2.74, 1.41, -2.23)
C (0.95, -1.12, 2.79)
C (6.37, 1.03, 0.55)
C (2.00, -2.95, 6.53)
C (-2.30, -3.08, -0.49)
C (-5.18, -2.58, -1.60)
C (-2.84, 2.43, -5.86)
C (-0.85, -0.26, -0.40)
C (-2.97, -1.70, -0.54)
C (-4.45, 2.61, -3.63)
C (-2.50, -0.10, -2.32)
C (-4.89, 3.11, -4.84)
C (4.99, 3.45, 0.55)
C (8.56, 2.24, 0.55)
C (2.43, -1.32, 4.68)
C (0.65, -0.48, 1.55)
H (-5.80, -2.37, -0.73)
H (6.92, 4.35, 0.56)
H (-4.15, -0.31, 0.61)
H (-4.35, -1.99, 1.12)
H (-4.43, 3.41, -6.90)
H (6.93, 0.11, 0.56)
H (2.98, -3.43, 6.46)
H (-0.25, 0.50, -0.86)
H (-2.91, -1.09, 1.57)
H (-3.00, -3.85, -0.17)
H (-1.44, 1.46, -4.59)
H (-2.22, 2.34, -6.74)
H (2.04, -2.21, 7.32)
H (2.73, 0.04, 3.07)
H (-1.94, -3.35, -1.49)
H (-5.78, -2.39, -2.49)
H (-3.48, 1.60, -1.45)
H (-0.75, -2.45, 2.85)
H (3.32, -1.02, 5.21)
H (-5.87, 3.56, -4.91)
H (4.44, 4.37, 0.55)
H (-1.10, -1.56, 1.21)
H (-1.77, -0.32, -3.10)
H (1.28, -3.71, 6.82)
H (-5.09, 2.65, -2.77)
H (-1.44, -3.12, 0.17)
H (-1.83, 1.91, -1.90)
H (-0.14, -3.48, 4.96)
H (-4.89, -3.63, -1.60)
H (4.46, 0.07, 0.55)
H (1.31, 0.29, 1.20)

Computed properties:
Energy relative to the best compared isomer or geometry (same formula, charge and spin) in kcal/mol: 8.2
Frontier orbital gap in eV: 2.8
Charge: 0

These are the natural (NBO) partial charges, in e, on atoms 1 to 2: atom 1 (F): -0.337, atom 2 (F): -0.336

---

Entry 6:
Here is a molecular structure, C30H31N8O13S2Y from OMol25. Energies are from the ωB97M-V functional and the def2-TZVPD basis.

Positions of all 85 atoms, in Å:
Y (0.39, -0.21, -0.23)
S (0.83, -1.13, 3.07)
S (-0.18, 1.37, -3.83)
O (-0.33, -1.45, -1.93)
O (-7.51, -0.48, -1.75)
O (-1.53, -3.29, -2.32)
O (-1.61, 1.49, -4.02)
O (0.91, 2.78, -0.65)
O (-0.35, 3.31, 3.40)
O (-6.46, 1.08, -2.79)
O (-2.33, 2.87, 2.52)
O (0.93, -0.27, 4.26)
O (0.50, 0.36, -4.59)
O (0.23, -0.24, 1.96)
O (2.14, -1.59, 2.61)
O (-0.11, -2.24, 3.27)
N (-2.41, 0.37, 3.59)
N (1.74, -2.34, -0.10)
N (-1.77, -1.65, 0.40)
N (-1.94, 0.95, -0.26)
N (0.19, 1.36, -2.26)
N (-1.41, 1.33, 3.93)
N (-6.50, 0.15, -2.00)
N (2.70, 0.48, -0.47)
C (-4.19, 0.68, -1.09)
C (0.58, 2.95, -4.16)
C (-0.46, -2.71, -2.14)
C (3.39, 1.34, 0.34)
C (1.85, 5.38, -4.11)
C (0.84, -3.52, -2.10)
C (-3.00, 0.16, -0.55)
C (4.53, 1.79, -0.31)
C (-5.17, -1.57, -1.02)
C (-2.77, -3.80, 0.72)
C (-3.24, 2.86, -0.83)
C (2.90, 1.72, 1.69)
C (-4.00, -2.08, -0.40)
C (-2.90, -1.24, -0.20)
C (-2.07, 2.25, -0.36)
C (-1.41, 2.49, 3.22)
C (-4.29, 2.08, -1.23)
C (3.41, 0.38, -1.64)
C (4.54, 1.18, -1.59)
C (1.38, 4.86, -5.31)
C (-5.25, -0.27, -1.35)
C (1.68, 4.68, -2.92)
C (0.73, 2.88, 4.24)
C (-3.90, -3.41, 0.06)
C (1.04, 3.46, -2.97)
C (-1.72, -2.87, 0.87)
C (0.73, 3.63, -5.35)
C (0.73, 2.52, -1.84)
C (3.01, -0.53, -2.76)
C (1.38, -3.64, -0.68)
H (1.93, -0.64, -2.85)
H (-1.96, -0.27, 2.93)
H (-6.01, -2.23, -1.21)
H (1.53, 5.42, -6.23)
H (1.58, -3.02, -2.73)
H (-5.18, 2.52, -1.64)
H (1.94, -2.37, 0.91)
H (-3.09, 0.90, 3.05)
H (5.27, 1.30, -2.37)
H (2.23, -4.32, -0.68)
H (0.38, 2.76, 5.27)
H (0.62, -4.09, -0.04)
H (3.59, 2.43, 2.15)
H (0.36, 3.22, -6.28)
H (-2.66, -4.79, 1.12)
H (3.37, -0.15, -3.72)
H (2.05, 5.06, -1.97)
H (0.64, -4.51, -2.50)
H (-4.73, -4.09, -0.10)
H (-3.29, 3.93, -0.89)
H (3.44, -1.54, -2.64)
H (2.37, 6.33, -4.11)
H (2.82, 0.85, 2.35)
H (2.59, -1.98, -0.53)
H (1.47, 3.68, 4.19)
H (1.17, 1.95, 3.90)
H (-1.22, 2.85, -0.07)
H (-0.52, 0.87, 4.16)
H (5.25, 2.50, 0.10)
H (1.92, 2.20, 1.64)
H (-0.83, -3.13, 1.43)

Computed properties:
Energy relative to the best compared isomer or geometry (same formula, charge and spin) in kcal/mol: 0.0
Frontier orbital gap in eV: 5.0
Charge: -2

These are the Löwdin partial charges, in e, on atoms 1 to 2: atom 1 (Y): 1.565, atom 2 (S): 0.284

---

Entry 7:
Here is 2 unconnected molecules or ions with the total composition C30H31NO2P from OMol25. Energies are from the ωB97M-V functional and the def2-TZVPD basis.

Positions of all 65 atoms, in Å:
P (-0.80, -1.36, 0.82)
O (-0.31, 1.37, -2.00)
O (-1.86, -0.20, -1.61)
N (2.57, 1.73, -1.46)
C (-1.53, -4.48, -1.78)
C (-4.02, 0.69, 2.32)
C (0.18, -1.66, 2.31)
C (4.07, 5.02, -0.45)
C (-0.32, -1.47, 3.61)
C (-1.02, -5.43, 0.38)
C (-2.74, 0.35, 1.87)
C (2.19, 5.45, -1.92)
C (-5.06, -0.26, 2.29)
C (2.32, -2.32, 3.25)
C (-1.16, 1.56, -3.16)
C (-0.94, -3.01, 0.07)
C (0.51, -1.67, 4.71)
C (-0.62, 2.67, -4.01)
C (-1.32, -3.19, -1.27)
C (-3.52, -1.88, 1.36)
C (1.84, -2.07, 4.54)
C (1.61, 1.25, -0.69)
C (3.53, 0.83, -2.14)
C (-4.79, -1.54, 1.81)
C (-2.48, -0.94, 1.40)
C (3.88, 3.64, -0.60)
C (-0.81, -4.15, 0.89)
C (1.97, 4.07, -2.03)
C (-0.84, 0.39, -1.24)
C (-0.10, 0.08, 0.01)
C (-1.36, -5.60, -0.97)
C (3.23, 5.93, -1.12)
C (2.85, 3.16, -1.43)
C (1.50, -2.12, 2.14)
H (-5.59, -2.29, 1.79)
H (4.49, 2.92, -0.05)
H (-1.17, 0.62, -3.72)
H (4.34, 1.43, -2.57)
H (3.02, 0.26, -2.93)
H (4.88, 5.38, 0.19)
H (-1.25, 2.69, -4.91)
H (-6.05, 0.01, 2.65)
H (1.59, 0.17, -0.44)
H (0.11, -1.52, 5.71)
H (-4.21, 1.69, 2.70)
H (2.49, -2.21, 5.40)
H (-1.36, -1.18, 3.75)
H (3.95, 0.11, -1.41)
H (3.34, -2.68, 3.10)
H (1.88, -2.32, 1.13)
H (-0.54, -4.04, 1.94)
H (-0.26, 0.89, 0.74)
H (-1.47, -2.32, -1.90)
H (0.41, 2.50, -4.33)
H (1.11, 3.68, -2.59)
H (1.15, 2.03, -0.07)
H (1.54, 6.15, -2.46)
H (-2.16, 1.81, -2.80)
H (-1.95, 1.11, 1.89)
H (-0.92, -6.29, 1.03)
H (-1.84, -4.59, -2.81)
H (-0.72, 3.65, -3.53)
H (3.38, 7.01, -1.01)
H (-3.34, -2.88, 0.96)
H (-1.50, -6.60, -1.38)

Computed properties:
Energy relative to the best compared isomer or geometry (same formula, charge and spin) in kcal/mol: 51.7
Frontier orbital gap in eV: 7.2
Charge: +1

These are the natural (NBO) partial charges, in e, on atoms 1 to 2: atom 1 (P): 1.616, atom 2 (O): -0.545

---

Question: What is the formula in the fifth record?
Answer: C30H31F3N2O2